(1)
C31H39LuN3O as an isolated structure at a distorted geometry. Source: OMol25; level of theory: ωB97M-V with the def2-TZVPD basis set.

The total charge is -1. The calculation puts the HOMO energy (spin up / spin down) at -2.92 / -1.75 eV. The calculation puts the gap between HOMO and LUMO (spin up / spin down) at 5.4486 / 4.2793 eV. The calculation puts the lowest unoccupied orbital energy (spin up / spin down) at 0.093 / 0.093 Ha. Its energy relative to the best compared isomer or geometry (same formula, charge and spin) is 93.0 kcal/mol. The energy is -72911.981 eV.

Structure (XYZ):
```
75
C31H39LuN3O (ωB97M-V with the def2-TZVPD basis set)
Lu 0.688 0.610 1.294
N 2.446 -2.257 1.655
N 0.424 3.087 2.510
C -1.571 -0.159 -1.003
C -1.722 -0.649 0.325
C -0.884 -1.811 0.440
C -0.818 -2.753 1.535
H -1.471 -2.546 2.383
H 0.353 -2.607 2.121
H -0.758 -3.808 1.243
C -0.220 -2.009 -0.800
C 0.492 -3.260 -1.133
H -0.241 -4.047 -1.383
H 1.082 -3.640 -0.286
H 1.164 -3.167 -1.997
C -0.634 -0.982 -1.678
C -0.300 -0.908 -3.119
H 0.780 -0.772 -3.279
H -0.813 -0.077 -3.613
H -0.597 -1.829 -3.646
C -2.828 -0.271 1.240
H -3.803 -0.689 0.923
H -2.960 0.821 1.266
H -2.661 -0.603 2.273
C -2.445 0.855 -1.636
H -1.932 1.392 -2.443
H -2.777 1.614 -0.917
H -3.355 0.406 -2.075
C 3.625 -2.593 1.293
H 3.697 -3.388 0.540
C 4.753 -1.943 1.848
H 5.702 -2.362 1.518
C 4.562 -0.843 2.663
H 5.486 -0.250 2.915
C 3.251 -0.591 3.175
H 3.158 0.282 3.827
C 2.162 -1.480 2.758
C 0.900 -1.848 3.183
H 0.383 -1.049 3.550
C -0.169 2.933 1.368
C 0.066 4.117 3.280
H 0.457 4.115 4.292
C -0.721 4.895 2.474
H -1.105 5.863 2.703
N -0.784 4.180 1.222
C -1.466 4.451 0.035
C -2.853 4.658 0.142
C -3.497 5.108 -0.999
H -4.535 5.429 -0.918
C -2.831 5.088 -2.237
C -3.463 5.696 -3.464
H -3.063 5.214 -4.380
H -3.229 6.785 -3.534
H -4.568 5.591 -3.456
C -1.544 4.526 -2.335
H -1.098 4.391 -3.318
C -0.830 4.193 -1.202
C 0.523 3.587 -1.356
H 1.204 3.700 -0.516
H 1.015 4.019 -2.234
H 0.441 2.517 -1.571
C -3.607 4.324 1.392
H -3.504 5.033 2.212
H -3.350 3.329 1.770
H -4.662 4.295 1.138
C 3.947 -1.004 -1.669
C 3.189 0.259 -1.354
C 3.679 1.334 -2.283
O 2.348 0.407 -0.404
H 4.830 -1.085 -1.011
H 4.360 -0.900 -2.693
H 3.400 -1.955 -1.674
H 3.977 0.854 -3.240
H 2.975 2.136 -2.529
H 4.609 1.759 -1.865
```


(2)
C31H39N11O3S2Sn as an isolated structure at a distorted geometry. Source: OMol25; level of theory: ωB97M-V with the def2-TZVPD basis set.

The total charge is +4. The calculation puts the HOMO energy (spin up / spin down) at -17.95 / -17.96 eV. The calculation puts the gap between HOMO and LUMO (spin up / spin down) at 4.4408 / 5.2509 eV. The calculation puts the lowest unoccupied orbital energy (spin up / spin down) at -0.496 / -0.467 Ha. Its energy relative to the best compared isomer or geometry (same formula, charge and spin) is 38.5 kcal/mol. The energy is -82776.309 eV.

Structure (XYZ):
```
87
C31H39N11O3S2Sn (ωB97M-V with the def2-TZVPD basis set)
Sn -0.366 0.750 -0.930
C -0.813 4.132 4.020
N -0.405 3.816 2.671
C 0.510 4.786 2.103
C -0.741 2.746 1.968
O -0.285 2.551 0.822
C -1.672 1.692 2.572
O -2.204 0.852 1.567
C -3.583 0.997 1.282
C -3.813 1.136 -0.220
O -2.846 1.102 -1.003
N -5.067 1.285 -0.636
C -5.367 1.515 -2.031
C -6.199 1.241 0.264
H -1.383 5.064 4.026
H 0.071 4.298 4.638
H -1.410 3.354 4.480
H 0.182 5.788 2.376
H 0.527 4.686 1.020
H 1.516 4.630 2.500
H -2.468 2.150 3.164
H -1.057 1.061 3.227
H -4.010 1.874 1.783
H -4.116 0.103 1.643
H -4.451 1.712 -2.584
H -6.032 2.374 -2.120
H -5.879 0.653 -2.463
H -6.273 0.274 0.766
H -7.117 1.388 -0.298
H -6.134 2.033 1.012
C -3.795 -0.392 -5.168
C -2.355 -0.766 -5.554
C -1.425 0.296 -5.122
N -0.998 0.466 -3.899
N -0.202 1.505 -3.722
C 0.000 2.196 -4.833
N 0.778 3.264 -4.940
S -0.853 1.520 -6.215
H -4.470 -1.184 -5.478
H -4.104 0.526 -5.660
H -3.866 -0.264 -4.092
H -2.286 -0.913 -6.632
H -2.088 -1.695 -5.049
H 1.278 3.613 -4.137
H 0.863 3.756 -5.819
S 2.350 -5.198 2.478
C 1.747 -3.536 2.116
C 0.379 -3.311 2.026
C -0.050 -2.079 1.549
N 0.779 -1.119 1.157
C 2.080 -1.333 1.286
C 2.623 -2.519 1.765
C 2.719 -5.217 4.242
C 1.800 -5.956 4.980
C 2.083 -6.147 6.336
N 3.171 -5.661 6.839
C 4.063 -4.966 6.188
C 3.864 -4.706 4.832
H -0.331 -4.078 2.292
H -1.108 -1.856 1.471
H 2.728 -0.521 0.984
H 3.693 -2.646 1.813
H 0.917 -6.395 4.541
H 1.423 -6.723 6.975
H 4.951 -4.650 6.719
H 4.614 -4.165 4.279
N 6.204 -0.722 0.028
C 5.630 0.210 -0.302
C 4.805 1.319 -0.626
C 5.204 2.646 -0.464
C 4.272 3.646 -0.683
C 2.976 3.279 -1.027
N 2.613 2.020 -1.211
C 3.494 1.057 -1.043
H 6.217 2.880 -0.170
H 4.535 4.685 -0.574
H 2.202 4.021 -1.157
H 3.160 0.045 -1.244
N 1.369 -2.939 -3.688
C 0.747 -3.656 -2.718
C 0.363 -2.741 -1.775
N 0.752 -1.490 -2.155
C 1.353 -1.648 -3.318
H 1.772 -3.327 -4.529
H 0.636 -4.721 -2.762
H -0.159 -2.900 -0.853
H 1.773 -0.852 -3.900
```


(3)
C31H40AuGeO2P2S2 as an isolated structure. Source: OMol25; level of theory: ωB97M-V with the def2-TZVPD basis set.

The calculation puts the HOMO energy (spin up / spin down) at -6.88 / -7.86 eV. The calculation puts the gap between HOMO and LUMO (spin up / spin down) at 7.4217 / 6.4027 eV. Its expectation value of S² is 0.756. The calculation puts the lowest unoccupied orbital energy (spin up / spin down) at 0.020 / -0.054 Ha. As for the spin multiplicity: 2. Its energy relative to the best compared isomer or geometry (same formula, charge and spin) is 0.0 kcal/mol. The energy is -137351.393 eV.

Structure (XYZ):
```
79
C31H40AuGeO2P2S2 (ωB97M-V with the def2-TZVPD basis set)
Au 0.549 -0.001 0.320
C 4.374 1.610 -0.162
P 2.985 0.437 -0.433
C 3.825 -1.158 -0.082
C 2.825 0.434 -2.244
C 2.327 -0.700 -2.882
C 2.081 -0.689 -4.245
C 2.335 0.455 -4.988
C 2.851 1.581 -4.364
C 3.090 1.576 -2.999
H 4.030 2.637 -0.286
H 5.191 1.404 -0.852
H 4.723 1.495 0.863
H 4.413 -1.492 -0.937
H 3.086 -1.909 0.188
H 4.476 -1.013 0.780
H 2.115 -1.592 -2.307
H 1.677 -1.571 -4.726
H 2.130 0.471 -6.051
H 3.059 2.473 -4.942
H 3.482 2.464 -2.519
C -1.734 -4.512 2.736
C -2.616 -4.224 1.535
C -2.867 -5.458 0.681
O -2.107 -3.116 0.740
P -0.660 -2.836 0.159
S -0.907 -1.565 -1.362
S 0.665 -2.228 1.551
O -0.224 -4.293 -0.356
C 1.051 -4.500 -0.999
C 1.699 -5.708 -0.348
C 0.833 -4.690 -2.491
H -2.186 -5.301 3.338
H -1.611 -3.620 3.350
H -0.746 -4.839 2.408
H -3.577 -3.834 1.874
H -1.937 -5.980 0.469
H -3.327 -5.167 -0.263
H -3.540 -6.136 1.209
H 1.679 -3.622 -0.822
H 1.061 -6.582 -0.485
H 1.841 -5.536 0.719
H 2.667 -5.898 -0.813
H 0.249 -5.596 -2.664
H 1.792 -4.778 -3.003
H 0.286 -3.841 -2.901
C -0.360 2.566 -2.122
Ge -0.628 2.072 -0.224
C -2.587 1.926 -0.007
C -3.223 0.750 0.377
C -4.608 0.682 0.449
C -5.373 1.796 0.137
C -4.750 2.981 -0.229
C -3.366 3.045 -0.297
C -0.087 3.621 0.883
C 0.513 4.700 0.283
C 0.822 5.869 1.007
C 0.520 5.953 2.336
C -0.073 4.857 3.007
C -0.362 4.910 4.391
C -0.894 3.831 5.038
C -1.162 2.645 4.326
C -0.909 2.571 2.986
C -0.364 3.671 2.280
H -0.967 3.431 -2.391
H -0.674 1.717 -2.731
H 0.683 2.776 -2.354
H -2.632 -0.126 0.615
H -5.088 -0.242 0.747
H -6.454 1.742 0.176
H -5.343 3.857 -0.460
H -2.884 3.980 -0.567
H 0.745 4.666 -0.776
H 1.292 6.704 0.501
H 0.737 6.853 2.898
H -0.144 5.824 4.931
H -1.106 3.879 6.099
H -1.570 1.789 4.849
H -1.115 1.654 2.445
```


(4)
C31H40CdF3N5O3S2Si4 as an isolated structure at a distorted geometry. Source: OMol25; level of theory: ωB97M-V with the def2-TZVPD basis set.

The total charge is -2. The calculation puts the HOMO energy at -3.11 eV. The calculation puts the gap between HOMO and LUMO at 6.9689 eV. The calculation puts the lowest unoccupied orbital energy at 0.142 Ha. Its energy relative to the best compared isomer or geometry (same formula, charge and spin) is 28.3 kcal/mol. The energy is -112289.706 eV.

Structure (XYZ):
```
89
C31H40CdF3N5O3S2Si4 (ωB97M-V with the def2-TZVPD basis set)
Cd 0.196 -0.446 -1.333
F 0.277 4.790 -5.401
C 0.522 3.542 -4.839
F 1.469 2.959 -5.611
F -0.620 2.755 -4.935
C 0.877 3.730 -3.364
C 1.062 5.030 -2.792
C 1.129 5.048 -1.395
C 1.081 3.891 -0.640
N 0.930 2.666 -1.115
C 1.044 2.593 -2.535
S 1.237 0.972 -3.104
H 1.033 5.972 -3.428
H 1.219 5.984 -0.919
H 1.134 4.061 0.465
N 4.424 -5.799 -4.916
C 3.634 -5.024 -4.480
C 2.859 -4.075 -3.766
C 3.474 -3.346 -2.784
C 2.672 -2.416 -2.027
C 1.387 -2.129 -2.364
C 0.964 -2.709 -3.626
C 1.590 -3.742 -4.242
H 4.527 -3.390 -2.781
H 3.090 -2.159 -1.089
H 0.088 -2.364 -4.133
H 1.162 -4.380 -4.940
O 7.749 2.028 7.634
S 6.601 2.766 8.049
O 6.482 4.120 7.499
O 5.035 1.855 6.646
C 5.155 0.802 5.962
N 5.849 -0.339 6.462
C 5.839 -1.483 5.856
C 4.936 -1.688 4.767
C 4.298 -0.533 4.275
N 4.427 0.664 4.859
C 3.453 -0.620 3.053
C 2.812 -1.747 2.546
C 1.927 -1.628 1.419
N 1.748 -0.473 0.781
C 2.331 0.649 1.318
C 3.113 0.671 2.505
H 6.345 -2.312 6.363
H 4.731 -2.742 4.404
H 2.892 -2.678 3.080
H 1.394 -2.503 1.195
H 2.326 1.498 0.695
H 3.469 1.534 3.041
C -3.356 0.156 -3.904
Si -3.693 0.944 -2.170
C -2.895 2.637 -2.133
C -5.496 0.986 -1.816
Si -2.468 -0.394 -0.687
Si -2.350 0.627 1.485
C -1.025 2.044 1.396
C -2.069 -0.550 2.907
C -3.963 1.531 1.936
Si -3.568 -2.521 -0.216
C -5.226 -2.110 0.629
C -3.941 -3.208 -1.924
C -2.553 -3.764 0.732
H -3.459 1.032 -4.577
H -4.080 -0.596 -4.246
H -2.318 -0.118 -4.084
H -2.042 2.738 -1.429
H -3.544 3.434 -1.804
H -2.644 2.934 -3.171
H -5.966 1.947 -2.230
H -5.698 0.898 -0.735
H -6.047 0.108 -2.309
H -0.823 2.508 0.417
H -0.042 1.751 1.829
H -1.408 2.953 2.019
H -2.762 -0.509 3.731
H -0.982 -0.559 3.278
H -2.175 -1.526 2.461
H -4.702 0.791 1.805
H -4.228 2.355 1.227
H -4.116 1.941 2.991
H -5.921 -2.931 0.419
H -5.593 -1.177 0.277
H -5.034 -2.065 1.654
H -5.010 -3.079 -2.309
H -3.834 -4.271 -1.796
H -3.294 -2.783 -2.723
H -1.847 -4.189 0.023
H -3.202 -4.547 1.183
H -2.001 -3.269 1.550
```


(5)
A 22-piece molecular cluster, C31H40Cl63F2NO4S overall at a distorted geometry. Source: OMol25; level of theory: ωB97M-V with the def2-TZVPD basis set.

The calculation puts the HOMO energy at -10.58 eV. The calculation puts the gap between HOMO and LUMO at 9.8019 eV. The calculation puts the lowest unoccupied orbital energy at -0.028 Ha. The energy is -847652.963 eV.

Structure (XYZ):
```
142
C31H40Cl63F2NO4S (ωB97M-V with the def2-TZVPD basis set)
C -9.405 2.244 8.861
C -8.684 2.984 7.657
O -9.284 3.970 7.146
O -7.408 2.662 7.128
C -7.445 1.453 6.328
C -6.173 1.519 5.323
C -5.440 0.109 5.137
C -5.658 -0.571 3.697
C -5.252 -2.137 3.884
N -4.796 -2.781 2.606
C -5.578 -4.012 2.264
C -6.046 -4.008 0.710
C -5.227 -5.060 -0.174
F -7.453 -4.381 0.685
S -3.129 -3.208 2.915
O -2.643 -3.915 1.684
O -3.029 -4.208 4.053
F -2.268 -1.808 3.220
H -9.012 1.203 9.092
H -9.221 2.872 9.810
H -10.542 2.272 8.687
H -7.406 0.487 6.957
H -8.361 1.378 5.648
H -6.451 2.051 4.356
H -5.417 2.204 5.863
H -5.715 -0.675 5.931
H -4.310 0.298 5.249
H -4.847 -0.140 3.006
H -6.705 -0.454 3.271
H -4.406 -2.120 4.669
H -6.134 -2.645 4.391
H -4.958 -4.953 2.416
H -6.533 -4.131 2.873
H -5.874 -2.966 0.283
H -5.939 -5.832 -0.618
H -4.720 -4.533 -1.063
H -4.429 -5.630 0.401
C -2.445 0.519 0.845
Cl -1.908 0.876 -0.801
Cl -1.786 1.701 1.984
Cl -4.213 0.493 0.931
H -2.074 -0.466 1.121
C -8.331 -1.539 11.180
Cl -7.796 -1.189 9.529
Cl -7.683 -0.343 12.310
Cl -10.098 -1.581 11.264
H -7.951 -2.519 11.462
C -7.200 5.166 4.459
Cl -6.379 4.056 3.351
Cl -6.050 5.852 5.614
Cl -8.018 6.452 3.558
H -7.950 4.607 5.015
C -0.611 4.519 -2.817
Cl -1.164 3.976 -1.228
Cl 0.880 5.461 -2.670
Cl -0.369 3.135 -3.892
H -1.379 5.158 -3.248
C -0.687 -5.391 6.413
Cl -1.857 -4.833 7.616
Cl 0.522 -4.139 6.092
Cl 0.094 -6.886 6.951
H -1.221 -5.597 5.487
C 3.029 1.855 -5.766
Cl 3.717 3.017 -6.908
Cl 2.667 0.324 -6.578
Cl 4.131 1.593 -4.407
H 2.097 2.266 -5.379
C 6.135 -1.455 -7.464
Cl 6.858 -0.304 -8.596
Cl 5.777 -2.986 -8.278
Cl 7.204 -1.721 -6.080
H 5.200 -1.035 -7.099
C 9.218 0.079 -2.790
Cl 9.794 0.421 -4.427
Cl 9.865 1.260 -1.642
Cl 7.449 0.068 -2.740
H 9.573 -0.908 -2.501
C 11.820 1.675 -8.052
Cl 11.545 2.764 -9.420
Cl 12.312 2.588 -6.619
Cl 10.367 0.724 -7.714
H 12.623 0.991 -8.315
C -9.664 2.247 2.229
Cl -9.154 0.552 2.225
Cl -9.390 2.974 3.820
Cl -8.814 3.154 0.971
H -10.730 2.284 2.016
C 15.562 -0.136 -6.802
Cl 15.294 0.955 -8.170
Cl 16.050 0.772 -5.364
Cl 14.105 -1.084 -6.472
H 16.365 -0.822 -7.063
C 4.133 -5.668 7.143
Cl 4.682 -7.350 7.114
Cl 4.424 -4.946 8.732
Cl 4.936 -4.729 5.877
H 3.061 -5.655 6.952
C 6.979 1.320 -12.512
Cl 7.267 2.020 -14.111
Cl 8.335 1.658 -11.429
Cl 5.472 1.935 -11.822
H 6.889 0.242 -12.619
C 0.504 -9.691 9.788
Cl 1.003 -9.325 8.131
Cl 1.171 -8.503 10.916
Cl -1.261 -9.740 9.909
H 0.893 -10.672 10.054
C 5.289 5.954 -9.750
Cl 3.961 6.598 -8.774
Cl 5.896 4.445 -9.055
Cl 4.768 5.704 -11.422
H 6.099 6.681 -9.749
C -5.589 7.342 0.837
Cl -3.930 6.735 0.755
Cl -5.797 8.735 -0.233
Cl -6.739 6.063 0.425
H -5.786 7.662 1.859
C 7.269 -3.770 -11.926
Cl 8.930 -4.373 -11.986
Cl 7.068 -2.388 -13.014
Cl 6.125 -5.056 -12.336
H 7.061 -3.438 -10.910
C -14.010 3.285 9.049
Cl -15.025 1.986 8.406
Cl -13.745 3.066 10.785
Cl -12.465 3.352 8.188
H -14.527 4.230 8.898
C 8.193 -2.723 0.114
Cl 7.167 -4.002 -0.549
Cl 8.415 -2.943 1.854
Cl 9.758 -2.689 -0.714
H 7.699 -1.767 -0.051
C 18.629 3.008 -8.919
Cl 18.038 2.483 -7.337
Cl 20.125 3.938 -8.748
Cl 18.881 1.616 -9.982
H 17.876 3.651 -9.369
C -3.596 1.798 -5.971
Cl -4.624 0.510 -6.615
Cl -3.326 1.569 -4.237
Cl -2.055 1.856 -6.839
H -4.106 2.748 -6.115
```